The following is a quantum chemistry calculation of a 2-piece molecular cluster, C2H7OPS2 overall at a distorted geometry, from the OMol25 dataset.

Each line ends with the Mulliken charge.
Positions of all 13 atoms, in Å:
C  -0.18983  1.44833  0.41835  -1.07
C  -0.12237  -0.08322  0.26957  -0.34
O  1.22652  -0.76288  -1.77301  -0.49
P  1.53151  -0.83428  -0.18548  0.33
S  3.07756  1.82215  0.27055  -0.14
S  1.16301  -2.81596  0.44756  -0.34
H  -1.17893  1.95438  0.20907  0.28
H  -0.00214  1.80732  1.47018  0.30
H  0.49947  1.88269  -0.23410  0.29
H  -0.79917  -0.44355  -0.53844  0.33
H  -0.55676  -0.35229  1.26759  0.34
H  2.07598  -0.85296  -2.30520  0.35
H  2.22381  -3.03409  1.25858  0.16

HOMO energy (spin up / spin down): -9.01 / -8.81 eV
energy above the lowest of the compared OMol25 structures with the same formula, charge and spin: 358.5 kJ/mol
total energy: -35191.8114 eV
HOMO-LUMO gap (spin up / spin down): 6.7613 / 6.6875 eV
LUMO (spin up / spin down): -2.25 / -2.13 eV
net charge: 0



The following is a quantum chemistry calculation of a 5-piece molecular cluster, C33H65FN8O10PS2 overall at a distorted geometry, from the OMol25 dataset.

Each line ends with the Mulliken charge.
Positions of all 120 atoms, in Å:
C  -4.96500  -1.21060  -2.97722  -1.32
C  -3.42248  -1.09660  -2.92151  -0.18
P  -2.99499  -1.01797  -1.13865  -0.29
C  -3.64685  -2.58967  -0.43790  -0.48
C  -1.12894  -1.26746  -0.95095  0.12
C  -0.29608  -1.50364  -2.20386  1.03
O  -0.75296  -2.68387  -2.91277  -0.54
C  -0.67625  -2.56260  -4.20081  0.68
N  -0.79619  -2.37876  -5.33201  -0.63
C  1.19201  -1.70575  -1.86905  -1.69
N  1.58428  -1.11556  -0.54363  0.42
S  1.52222  -2.34550  0.69953  0.03
C  3.11365  -2.27611  1.53866  0.06
C  3.57506  -3.71873  1.77408  0.04
O  3.76423  -4.45108  0.84493  -0.52
O  3.79556  -4.07023  3.05243  -0.37
C  3.24428  -5.35601  3.40482  -0.95
C  1.95394  -5.29067  4.21756  0.44
C  1.17421  -6.57021  3.95929  -1.48
O  1.20250  -4.10428  3.84509  -0.04
C  0.17467  -3.84678  4.71670  0.33
O  0.37431  -3.56403  5.85937  -0.54
C  -1.23757  -3.93221  4.17305  -0.47
S  -1.44294  -3.95399  2.36752  -0.19
C  0.82549  0.01558  -0.30652  -0.11
N  1.36803  1.17763  -0.12096  0.32
C  2.80337  1.48849  -0.12469  -0.55
C  3.14739  2.46125  0.99521  -0.94
C  2.97520  1.90417  2.42692  -0.36
C  1.58620  2.21611  3.02311  0.77
C  1.55552  2.35004  4.55404  -0.91
O  1.22704  3.68123  4.92825  -0.43
C  -0.17558  3.83409  5.06096  -0.53
N  -0.55394  -0.06145  -0.31400  0.34
F  -1.03149  1.08202  -0.98179  -0.28
H  -5.27939  -2.24981  -2.92230  0.31
H  -5.35730  -0.71322  -3.85857  0.39
H  -5.40262  -0.71436  -2.10448  0.38
H  -3.13186  -0.14812  -3.37234  0.42
H  -2.99663  -1.93989  -3.45588  0.20
H  -3.69290  -3.40004  -1.16562  0.29
H  -4.62910  -2.40389  -0.01256  0.43
H  -2.99486  -2.89858  0.38026  -0.24
H  -0.97621  -2.09989  -0.26087  -0.23
H  -0.39781  -0.63529  -2.85946  0.45
H  1.80784  -1.26971  -2.65377  0.28
H  1.43476  -2.76123  -1.83267  0.75
H  3.88886  -1.77791  0.95798  0.40
H  2.99198  -1.74471  2.48062  0.28
H  3.99320  -5.85030  4.01841  0.37
H  3.07109  -5.93033  2.49650  0.41
H  2.20345  -5.20554  5.27622  0.42
H  0.29260  -6.65917  4.59300  0.35
H  0.86728  -6.61109  2.91435  0.37
H  1.81688  -7.41987  4.19319  0.45
H  -1.67273  -4.84164  4.58749  0.33
H  -1.80324  -3.08824  4.55660  0.44
H  -0.21603  -4.33725  2.00445  -0.04
H  0.74467  1.96792  0.01178  -0.06
H  2.99998  2.02453  -1.05634  0.37
H  3.37842  0.56988  -0.10953  0.35
H  2.49840  3.33516  0.92029  0.38
H  4.19491  2.73083  0.87134  0.39
H  3.07854  0.81391  2.36402  -0.19
H  3.78097  2.24443  3.07511  0.58
H  1.21114  3.13864  2.58327  -0.50
H  0.91180  1.39975  2.74213  0.16
H  0.77719  1.69611  4.95205  0.38
H  2.50646  2.05830  4.99967  0.48
H  -0.72032  3.24880  4.30899  0.30
H  -0.51567  3.50598  6.04938  0.28
H  -0.46068  4.87603  4.92862  0.12
C  -1.38021  0.86198  -7.06203  0.54
O  -2.34141  1.60701  -7.09439  -0.63
N  -0.47499  0.72223  -8.04859  0.09
C  0.64627  -0.18768  -7.91871  -0.69
C  -0.63644  1.50442  -9.26282  -0.96
H  -1.16493  0.21522  -6.19325  -0.08
H  1.58866  0.36025  -7.99220  0.35
H  0.61800  -0.94947  -8.69982  0.32
H  0.59237  -0.67770  -6.94883  0.09
H  -0.62289  2.56973  -9.03140  0.29
H  -1.59105  1.27492  -9.73632  0.29
H  0.17359  1.27204  -9.94950  0.39
C  2.20197  -4.42689  -4.65836  0.08
O  2.05323  -3.48936  -3.88168  -0.65
N  2.90564  -5.52754  -4.38196  0.15
C  3.05237  -6.60964  -5.33958  -0.94
C  3.54529  -5.64224  -3.07909  -0.93
H  1.75488  -4.42594  -5.66365  0.31
H  2.64546  -7.53442  -4.92875  0.35
H  4.10573  -6.76258  -5.57727  0.34
H  2.51772  -6.36722  -6.25514  0.30
H  2.79999  -5.59342  -2.28474  0.27
H  4.25150  -4.82510  -2.93244  0.28
H  4.07261  -6.59020  -3.02034  0.39
C  -2.14466  7.61200  4.27217  -0.20
O  -1.04795  7.20715  4.63580  -0.66
N  -3.29345  7.40734  4.93211  0.15
C  -4.56024  7.90113  4.42682  -0.93
C  -3.26127  6.66939  6.18310  -0.88
H  -2.27826  8.18813  3.34618  0.57
H  -5.01074  8.59159  5.14238  0.38
H  -5.24824  7.07153  4.25524  0.34
H  -4.40017  8.41871  3.48419  0.29
H  -2.62084  7.17570  6.90564  0.30
H  -2.86121  5.66708  6.02279  0.22
H  -4.26955  6.59518  6.58219  0.40
C  -1.91214  6.25991  1.39568  0.30
O  -2.97230  6.84793  1.31587  -0.62
N  -1.48181  5.34909  0.49224  0.21
C  -0.21221  4.68844  0.66025  -0.93
C  -2.31278  5.04934  -0.66292  -1.01
H  -1.19966  6.42299  2.22073  0.12
H  0.45197  4.92073  -0.17851  0.34
H  -0.36113  3.60167  0.71103  0.29
H  0.25864  5.02044  1.58422  0.28
H  -2.48457  5.95181  -1.24901  0.33
H  -3.28107  4.66525  -0.34196  0.34
H  -1.81641  4.30573  -1.28307  0.34

HOMO energy: -10.61 eV
energy above the lowest of the compared OMol25 structures with the same formula, charge and spin: 0.0 kJ/mol
total energy: -101337.1481 eV
HOMO-LUMO gap: 6.9168 eV
LUMO: -3.69 eV
net charge: +1



The following is a quantum chemistry calculation of a 4-piece molecular cluster, C4H17NO3 overall at a distorted geometry, from the OMol25 dataset.

Each line ends with the Mulliken charge.
Positions of all 25 atoms, in Å:
C  0.00085  -0.86265  1.87215  -0.42
C  0.94880  -1.45769  0.78223  -0.54
N  0.55967  -1.27664  -0.63377  -0.47
C  1.03768  0.08195  -0.97533  0.19
C  1.09505  0.39333  -2.49016  -1.28
H  0.32703  0.22246  2.13033  -0.08
H  0.11155  -1.52426  2.79540  0.35
H  -1.08445  -0.79088  1.51269  0.09
H  2.06732  -1.16839  0.86988  0.36
H  1.04399  -2.59204  0.90311  0.39
H  1.09496  -2.03912  -1.12695  0.27
H  0.34679  0.80616  -0.51431  -0.17
H  2.13239  0.28768  -0.56051  0.31
H  1.78266  1.15802  -2.50325  0.40
H  1.41696  -0.46428  -2.95297  0.38
H  0.08338  0.70195  -2.81400  0.23
O  0.43037  2.20211  1.08004  -0.62
H  0.64281  2.30082  2.00259  0.27
H  -0.49438  2.02843  1.03110  0.38
O  -2.29229  -0.60175  -0.77450  -0.79
H  -1.40373  -1.03095  -0.72456  0.41
H  -2.18880  0.00504  -1.48172  0.33
O  -2.38504  1.52934  0.89962  -0.70
H  -2.97775  1.22978  1.51592  0.29
H  -2.29580  0.86156  0.15696  0.40

HOMO energy: -9.70 eV
SMILES string: CCNCC.O.O.O
energy above the lowest of the compared OMol25 structures with the same formula, charge and spin: 135.3 kJ/mol
total energy: -12055.3444 eV
HOMO-LUMO gap: 10.5469 eV
LUMO: 0.85 eV
net charge: 0



The following is a quantum chemistry calculation of a 14-piece molecular cluster, C39H95N11O14S3 overall at a distorted geometry, from the OMol25 dataset.

Each line ends with the Mulliken charge.
Positions of all 162 atoms, in Å:
C  -0.87596  -8.22156  -0.13323  -0.91
C  -2.07146  -8.94116  0.43703  0.73
O  -2.92297  -9.44516  -0.28240  -0.67
N  -2.03725  -8.98241  1.73463  -0.17
C  -3.13165  -9.41642  2.51866  -0.86
H  -0.28444  -8.95934  -0.67536  0.24
H  -0.39322  -7.67911  0.67967  0.30
H  -1.36821  -7.49898  -0.78413  0.26
H  -1.19790  -8.56943  2.11546  0.18
H  -3.91823  -9.85315  1.90331  0.32
H  -3.56080  -8.49416  2.91030  0.31
H  -2.78939  -10.15486  3.24370  0.29
C  -8.98392  -5.43527  4.61312  -1.06
C  -7.95609  -4.85421  5.47451  0.70
O  -7.52854  -3.67136  5.30981  -0.70
N  -7.41158  -5.59514  6.43994  -0.14
C  -7.88895  -6.88278  6.94553  -0.87
H  -8.76067  -6.42353  4.21112  0.30
H  -9.38109  -4.76531  3.85055  0.31
H  -9.88909  -5.48496  5.21835  0.30
H  -6.60617  -5.18311  6.88899  0.27
H  -7.86053  -7.62806  6.15063  0.29
H  -8.91714  -6.90742  7.30650  0.28
H  -7.23972  -7.32594  7.70066  0.32
C  0.41168  2.71758  -7.64930  -0.99
C  0.73571  3.94321  -8.48688  0.63
O  -0.13946  4.36645  -9.20632  -0.59
N  2.02998  4.41034  -8.48376  -0.20
C  2.49324  5.59729  -9.24683  -0.84
H  1.07502  1.88130  -7.87002  0.32
H  -0.61856  2.38645  -7.77991  0.28
H  0.43618  3.04871  -6.61110  0.27
H  2.76630  3.75498  -8.26370  0.27
H  3.58197  5.59094  -9.29922  0.33
H  2.28666  6.52692  -8.71654  0.24
H  2.11215  5.68219  -10.26451  0.29
C  7.90242  0.95378  -5.14231  -1.06
C  7.75256  1.65715  -6.49159  0.73
O  6.73312  1.45373  -7.16251  -0.65
N  8.80405  2.38498  -6.84773  -0.19
C  8.90374  2.97577  -8.18430  -0.85
H  8.32371  1.67986  -4.44703  0.34
H  8.61858  0.14532  -5.28929  0.27
H  6.93011  0.62022  -4.77972  0.28
H  9.60233  2.55077  -6.25160  0.21
H  9.47611  3.90207  -8.23403  0.30
H  7.95062  3.05061  -8.70781  0.31
H  9.47584  2.29484  -8.81450  0.31
C  -5.94921  -3.56305  -2.01270  -1.09
C  -7.13466  -3.08141  -2.80426  0.70
O  -8.30181  -3.36203  -2.43206  -0.65
N  -6.99447  -2.12565  -3.82861  -0.15
C  -5.72386  -1.47911  -4.17819  -0.87
H  -5.27878  -4.06124  -2.71301  0.35
H  -6.23330  -4.25136  -1.21669  0.26
H  -5.39349  -2.73933  -1.56463  0.30
H  -7.86134  -1.72367  -4.15581  0.23
H  -5.48569  -1.73459  -5.21072  0.31
H  -4.81638  -1.78509  -3.65765  0.31
H  -5.80103  -0.39549  -4.26718  0.30
C  6.20167  -4.85546  0.31238  -0.89
C  6.91398  -5.52561  -0.82533  0.67
O  6.31722  -6.19622  -1.66742  -0.65
N  8.22364  -5.40007  -0.88502  -0.22
C  9.06430  -5.90944  -1.94629  -0.82
H  6.82374  -4.12088  0.82377  0.30
H  5.84671  -5.61984  1.00362  0.22
H  5.30755  -4.30872  0.01283  0.27
H  8.69162  -4.67886  -0.35497  0.28
H  9.35156  -6.95983  -1.89848  0.24
H  9.90274  -5.22349  -1.82551  0.31
H  8.74582  -5.77175  -2.97959  0.29
C  7.33816  2.98871  8.97543  -0.98
C  7.11623  2.21120  7.66768  0.73
O  7.64860  2.58350  6.62214  -0.67
N  6.29710  1.24251  7.70425  -0.18
C  5.66265  0.57084  6.59649  -0.95
H  8.27061  2.62190  9.40449  0.25
H  6.50095  2.87484  9.66406  0.32
H  7.49735  4.05696  8.82841  0.29
H  5.85222  0.98156  8.57264  0.22
H  4.57284  0.57841  6.61527  0.34
H  5.96105  -0.45482  6.37953  0.29
H  5.80735  1.09806  5.65351  0.34
C  2.46223  6.34529  5.73186  -0.90
C  1.16151  5.51600  5.74708  0.67
O  1.06526  4.36974  5.31597  -0.64
N  0.10979  6.26555  6.17262  -0.21
C  -1.28278  5.80061  6.19025  -0.79
H  2.92919  6.23627  4.75300  0.26
H  3.25829  6.14134  6.44795  0.24
H  2.23701  7.40801  5.82129  0.29
H  0.27413  7.25009  6.32680  0.24
H  -1.47220  5.28277  5.25000  0.26
H  -1.96538  6.64184  6.31065  0.33
H  -1.31081  5.08603  7.01285  0.25
C  -4.60851  7.13405  -0.51735  -1.02
C  -5.78655  7.33649  -1.49374  0.70
O  -5.55361  7.41550  -2.71417  -0.63
N  -7.01016  7.44124  -0.93695  -0.17
C  -8.18536  7.72105  -1.64741  -0.87
H  -3.58803  7.34443  -0.83745  0.29
H  -4.60865  6.11670  -0.12607  0.25
H  -4.88543  7.81275  0.28936  0.31
H  -7.09803  7.34449  0.06455  0.24
H  -8.33532  8.77748  -1.87003  0.26
H  -9.02262  7.33574  -1.06548  0.34
H  -8.21717  7.18104  -2.59371  0.30
C  -0.19366  -4.13474  6.14767  -0.95
C  0.94657  -5.16051  6.18821  0.65
O  0.73910  -6.33087  5.85696  -0.64
N  2.00879  -4.79190  6.88620  -0.19
C  3.16132  -5.62464  7.11374  -0.81
H  0.06773  -3.10235  6.37990  0.31
H  -0.99991  -4.39929  6.83182  0.25
H  -0.61556  -4.21556  5.14589  0.27
H  2.01858  -3.92199  7.39929  0.23
H  4.07420  -5.04897  7.26660  0.30
H  3.25862  -6.31288  6.27413  0.29
H  2.97271  -6.23465  7.99715  0.28
C  5.33575  6.85070  -3.29978  -1.00
C  3.93006  7.43788  -3.42540  0.68
O  2.97463  6.93430  -2.83781  -0.63
N  3.84609  8.50718  -4.21433  -0.21
C  2.52640  9.19334  -4.38173  -0.83
H  5.71493  7.31490  -2.38938  0.27
H  6.06274  7.22596  -4.02003  0.31
H  5.32980  5.76151  -3.25802  0.28
H  4.62180  9.00528  -4.62696  0.24
H  2.30939  9.81420  -3.51252  0.26
H  1.75833  8.43722  -4.54443  0.28
H  2.71072  9.63756  -5.35989  0.35
C  1.98676  -3.92796  -5.36318  -0.90
S  0.37597  -4.44753  -6.17843  0.52
O  0.41548  -3.76671  -7.51996  -0.61
C  0.91095  -6.20689  -6.47979  -0.92
H  2.07881  -2.84649  -5.26296  0.31
H  2.79841  -4.27609  -6.00203  0.30
H  2.04571  -4.45127  -4.40884  0.34
H  1.12514  -6.58739  -5.48107  0.34
H  1.85028  -6.26233  -7.02994  0.31
H  0.11505  -6.67570  -7.05845  0.31
C  -9.16966  1.45675  0.71233  -0.86
S  -9.88424  2.84817  1.72164  0.47
O  -11.33828  2.58282  2.24199  -0.61
C  -8.67516  2.57267  3.14651  -0.92
H  -9.92688  1.06829  0.03129  0.33
H  -9.04077  0.67238  1.45814  0.29
H  -8.24337  1.73291  0.20851  0.33
H  -8.87100  3.31904  3.91636  0.31
H  -7.64754  2.59265  2.78359  0.33
H  -8.88284  1.64701  3.68328  0.33
C  -1.86481  0.63404  1.01448  -1.00
S  -0.36548  -0.36242  0.50979  0.48
O  -0.84377  -1.17541  -0.65838  -0.58
C  0.61151  1.13342  -0.01339  -0.87
H  -2.19147  1.21332  0.15085  0.32
H  -1.75170  1.42855  1.75208  0.39
H  -2.71396  0.03122  1.33640  0.33
H  -0.04786  1.86342  -0.48289  0.28
H  1.29545  0.84083  -0.81009  0.33
H  1.11243  1.51902  0.87457  0.32

HOMO energy: -8.66 eV
energy above the lowest of the compared OMol25 structures with the same formula, charge and spin: 602.4 kJ/mol
total energy: -119542.5104 eV
HOMO-LUMO gap: 8.6062 eV
LUMO: -0.06 eV
net charge: 0